[1]
Molecular formula: C35H41AuN4O2PS2
Method: DFT, ωB97M-V/def2-TZVPD

```
86
Properties=species:S:1:pos:R:3:forces:R:3
Au -0.736168 -1.034083 -0.926739 -0.57 -0.05 -1.07
C 1.316083 -0.522178 6.046115 0.79 -1.41 -0.94
C 2.106881 -1.660978 5.268149 -0.58 3.05 2.76
C 3.363085 -2.018279 5.734403 1.19 -0.34 -0.23
C 4.021585 -3.112153 5.195373 0.88 -0.98 -0.15
C 3.355365 -3.907777 4.245755 -0.02 0.02 0.35
C 2.152784 -3.434961 3.727235 1.01 -1.68 -1.12
C 1.585690 -2.256899 4.171877 -1.55 -0.69 -2.26
N 0.478100 -1.743118 3.391974 -0.45 0.03 1.54
C 0.480166 -1.510849 2.031148 0.62 1.22 -1.72
N 1.730504 -1.691194 1.436513 -0.70 0.14 1.61
C 2.160461 -1.749124 0.101761 -0.31 -0.29 -2.29
C 1.207905 -1.690815 -0.980967 1.89 -0.65 1.70
C 1.681547 -2.005661 -2.244860 0.99 0.63 0.76
C 3.039556 -2.188354 -2.480881 -0.08 -0.11 -0.02
C 3.980895 -2.074899 -1.473806 0.06 0.11 -0.15
C 3.545090 -1.921296 -0.162870 -0.41 0.15 0.54
C 4.557941 -1.994745 0.944110 0.74 0.78 0.31
N -0.541838 -1.007082 1.371417 0.98 0.06 1.08
C -1.757440 -0.728215 2.014574 -1.61 -0.13 0.13
C -2.518796 -1.848200 2.433112 0.16 0.84 -0.12
C -3.850156 -1.681520 2.850363 1.29 -0.84 0.25
C -4.340953 -0.416929 2.986480 -2.02 0.34 0.48
C -3.600617 0.674324 2.629424 0.26 0.84 -0.20
C -2.365586 0.593218 2.063699 2.62 -1.32 -0.79
C -1.670601 1.823907 1.490353 0.79 -0.86 0.45
H 1.661976 0.463279 5.749460 -0.08 0.13 -0.02
H 1.406212 -0.643017 7.132650 0.25 -0.04 -0.33
H 0.266131 -0.644630 5.810032 -0.22 0.32 -0.03
H 3.952652 -1.391367 6.417211 -0.80 -0.21 0.04
H 5.076814 -3.372801 5.487748 -1.31 0.32 -0.14
H 3.734060 -4.894974 3.919679 -0.03 0.90 0.08
H 1.765473 -3.991156 2.845139 -0.13 0.61 0.88
H -0.362508 -1.444583 3.901207 0.61 -0.11 -0.61
H 2.463114 -1.753793 2.141626 -0.38 0.04 -0.59
H 0.984408 -1.905279 -3.053422 0.02 -0.45 -0.45
H 3.331246 -2.470620 -3.458919 0.53 0.08 -1.00
H 5.070613 -2.034752 -1.688759 -0.87 -0.44 0.14
H 5.520483 -2.466707 0.627723 -1.02 -0.19 0.31
H 4.091810 -2.463497 1.820286 0.74 -0.33 -0.10
H 4.910268 -0.999381 1.283876 -0.47 -0.15 -0.10
H -1.995314 -2.808631 2.348416 -0.61 0.18 0.05
H -4.429767 -2.534236 3.154319 -0.20 -0.26 -0.04
H -5.376265 -0.212595 3.321367 0.67 -0.45 -0.06
H -3.972462 1.669033 2.749442 -0.57 0.46 0.04
H -1.760816 2.652872 2.176833 0.19 0.27 0.37
H -2.111409 2.180216 0.589541 -0.71 0.03 -0.77
H -0.611719 1.683533 1.185807 -0.55 -0.11 0.56
C -3.469203 -3.055383 -1.640261 -0.59 0.82 -1.83
C -3.553367 -1.692191 -2.406945 -1.97 -0.64 -1.05
P -1.986618 -0.956742 -2.904519 0.83 0.23 2.67
C -2.432574 0.767250 -3.294026 -0.11 -1.39 -2.88
C -3.090585 1.561818 -2.237233 -0.11 0.06 1.71
C -1.321059 -1.869960 -4.411475 -0.15 0.66 0.50
C -2.117989 -1.722554 -5.712343 -0.96 0.16 0.14
H -4.516960 -3.437613 -1.488323 1.19 0.09 -0.14
H -2.981902 -2.845315 -0.710045 0.32 -0.25 0.63
H -2.844465 -3.705562 -2.293694 -0.57 -0.12 0.83
H -4.072681 -0.949527 -1.774384 0.42 -0.32 -0.28
H -4.206287 -1.799141 -3.325880 0.34 -0.11 0.76
H -3.134135 0.581060 -4.135555 0.07 0.61 0.04
H -1.564627 1.270431 -3.736757 -0.04 -0.04 0.22
H -3.498999 2.468386 -2.695007 -0.02 -0.12 0.39
H -2.324462 1.846109 -1.478003 -0.69 -0.04 -0.48
H -3.884418 0.952502 -1.729311 0.54 0.86 -0.39
H -1.161114 -2.922592 -4.114703 -0.12 0.47 -0.03
H -0.323279 -1.423436 -4.577976 -0.35 -0.29 0.15
H -3.223062 -2.019503 -5.615355 1.65 0.17 -0.17
H -1.597641 -2.319633 -6.491155 -0.63 0.42 0.25
H -2.114152 -0.644901 -5.985638 0.00 -0.72 -0.14
O -2.014348 4.597480 -2.565944 0.75 1.26 0.06
S -1.175076 5.103565 -1.477787 -0.51 -2.80 0.01
O -1.889207 5.903905 -0.506641 0.72 0.14 -0.13
N -0.468972 3.711519 -0.877845 0.55 1.29 0.60
C 0.870920 3.774028 -0.932199 -1.64 -0.62 -0.26
S 1.921653 2.614310 -0.420108 0.43 -0.76 0.52
C 1.375974 4.937214 -1.679081 0.88 0.03 -0.70
C 2.683234 5.108536 -2.168596 -0.53 0.43 0.85
C 2.926456 6.261670 -2.878893 -0.12 -0.06 -1.14
C 1.882095 7.105950 -3.275004 0.23 0.66 1.02
C 0.609851 6.991710 -2.740739 0.72 -2.13 0.17
C 0.382566 5.809843 -2.001439 -0.64 1.80 -0.72
H 3.421341 4.361751 -1.916241 0.12 0.06 0.03
H 3.887271 6.552556 -3.299387 0.11 -0.55 0.25
H 2.195769 7.920211 -3.902651 -0.36 0.45 -0.17
H -0.186414 7.653174 -2.923848 -0.78 0.79 -0.43
```
Positions in Å, forces in eV/Å.

ΔE to the lowest compared entry with this formula, charge and spin ... 16.29 kJ/mol
Charge ... -1
HOMO ... -3.3632 eV
Multiplicity ... 1

Löwdin atomic charge list, values in e, 5 entries: atom 1 (Au): 0.71, atom 2 (C): -0.01, atom 3 (C): -0.19, atom 4 (C): -0.06, atom 5 (C): -0.10

[2]
Molecular formula: C11H19Cl2FN4
Method: DFT, ωB97M-V/def2-TZVPD

```
37
Properties=species:S:1:pos:R:3:forces:R:3
N 0.295468 2.349376 -2.681615 -0.57 0.27 -0.03
C -0.188037 3.084399 -1.470870 1.65 0.02 -0.15
C 0.517751 2.436486 -0.226673 -0.85 0.88 -0.12
C -0.457257 1.944235 0.910501 0.91 -0.07 0.58
C -0.216826 0.426973 1.113288 0.38 2.21 1.40
C 0.637194 0.024504 2.195578 -0.54 -3.52 -1.64
F 1.225913 0.862362 3.032986 -0.59 -0.23 -0.58
C 0.832128 -1.386851 2.252097 -0.92 1.45 0.42
C 1.750126 -2.087110 3.288138 0.75 0.98 -1.27
N 2.845584 -2.743929 2.532837 -0.43 -0.09 0.51
C 0.151100 -2.156193 1.243862 0.62 -1.34 0.64
N -0.665054 -1.765059 0.282214 1.62 0.39 1.86
N -0.785313 -0.451672 0.296970 -1.24 1.37 -0.93
C -1.675456 0.094724 -0.783896 -0.84 -0.86 -0.99
C -2.430509 -1.030139 -1.572159 0.12 0.57 -0.97
C -1.560380 -1.672124 -2.725620 -0.33 -0.05 0.54
Cl -1.300647 -3.456917 -2.398651 -0.02 0.81 -0.41
H 0.369750 3.019242 -3.445388 -0.09 -0.37 0.01
H 1.235827 1.985623 -2.529121 -0.24 0.12 0.18
H 0.198021 4.132554 -1.581747 -0.74 -0.60 0.42
H -1.299701 3.107455 -1.421157 0.65 -0.14 -0.06
H 1.226127 1.536265 -0.473445 -1.52 1.98 -0.01
H 1.178172 3.227707 0.207010 -0.44 -0.79 -0.19
H -0.136654 2.450257 1.853981 -0.37 -0.62 -0.61
H -1.522609 2.220021 0.773024 0.63 -0.39 -0.12
H 2.232073 -1.278212 3.884145 -0.54 -0.69 -0.16
H 1.222816 -2.792561 3.959153 0.23 0.39 -0.54
H 3.299866 -2.064918 1.918419 -0.21 -0.22 0.11
H 2.482037 -3.505657 1.963048 0.22 0.24 0.08
H 0.332858 -3.252449 1.269525 -0.28 0.85 -0.09
H -1.038261 0.627457 -1.528563 -0.39 0.00 0.76
H -2.469509 0.746818 -0.354847 0.97 -0.32 -0.07
H -2.922871 -1.786823 -0.931347 0.54 0.40 -0.32
H -3.259810 -0.498562 -2.107799 0.61 -0.26 0.57
H -0.574450 -1.171645 -2.813972 -0.52 -0.51 0.18
H -2.069459 -1.587460 -3.710975 0.33 -0.24 0.81
Cl 2.539992 0.411824 -0.218932 1.44 -1.62 0.19
```
Positions in Å, forces in eV/Å.

HOMO ... -7.6531 eV
Multiplicity ... 1

natural (NBO) atomic charge list, values in e, 5 entries: atom 1 (N): -0.87, atom 2 (C): -0.22, atom 3 (C): -0.50, atom 4 (C): -0.47, atom 5 (C): 0.26

[3]
Molecular formula: C27H31ClPSiTi
Method: DFT, ωB97M-V/def2-TZVPD

```
62
Properties=species:S:1:pos:R:3:forces:R:3
C 2.636018 -0.686488 2.148662 0.43 0.76 -0.19
C 2.624953 -0.530649 0.735606 0.40 0.76 0.71
C 2.673451 0.868489 0.440810 0.66 -0.20 0.71
H 2.670255 -1.325003 -0.003437 -0.30 0.14 0.30
C 2.724578 1.590898 1.672008 0.73 -0.93 0.05
C 2.644348 0.632457 2.755146 1.71 -0.23 -0.51
H 2.628735 0.862820 3.810203 0.28 -0.03 -0.02
H 2.642879 -1.636526 2.669741 -0.18 0.24 -0.07
H 2.802862 1.292677 -0.559532 -0.42 -0.11 0.51
H 2.834462 2.671261 1.771242 -0.33 -0.44 0.01
Ti 0.751495 0.530248 1.862399 -2.29 0.78 -2.48
Cl -0.343458 2.515943 1.769794 -0.24 0.33 0.06
P -0.210241 0.363707 -1.441855 0.66 0.16 2.28
C 0.684497 1.595697 -2.406124 0.10 0.20 -0.61
C 1.151347 1.298839 -3.694208 -0.01 0.60 0.26
H 1.030400 0.295779 -4.093020 -0.03 0.19 -0.03
C 1.755900 2.299527 -4.452545 0.03 0.15 0.13
H 2.091877 2.069525 -5.461801 -0.01 0.13 0.18
C 1.903292 3.585877 -3.926453 -0.05 0.05 0.03
H 2.348549 4.377787 -4.537597 -0.13 -0.33 0.24
C 1.473949 3.876415 -2.622812 0.01 -0.24 -0.27
H 1.593474 4.878817 -2.215218 0.02 -0.21 -0.10
C 0.878250 2.882639 -1.852878 -0.11 -0.50 -0.26
H 0.551993 3.075439 -0.825825 0.05 -0.01 -0.37
C 0.130567 -1.254717 -2.158439 -0.20 -0.32 -0.26
C 1.463670 -1.660056 -2.374526 -0.51 -0.15 -0.06
H 2.285309 -0.969454 -2.178181 -0.22 -0.13 -0.14
C 1.726509 -2.943235 -2.846983 -0.30 0.04 -0.01
H 2.755359 -3.245274 -3.031981 -0.20 -0.01 0.03
C 0.668925 -3.823166 -3.104397 -0.09 -0.01 -0.08
H 0.875062 -4.816146 -3.516615 -0.08 0.38 0.20
C -0.652535 -3.433325 -2.853926 0.34 -0.03 0.04
H -1.476560 -4.111123 -3.065021 0.19 0.04 0.09
C -0.924502 -2.165097 -2.349536 0.56 0.18 -0.20
H -1.943736 -1.857516 -2.118010 0.20 -0.10 -0.18
C -1.961117 0.734761 -1.634378 -0.33 0.11 -0.42
C -2.398006 1.273835 -2.849388 -0.58 -0.24 0.43
H -1.670773 1.516738 -3.620820 -0.20 -0.09 0.05
C -3.762072 1.482303 -3.048318 0.05 0.05 0.07
H -4.101792 1.874145 -4.006417 -0.05 -0.06 0.26
C -4.669969 1.178686 -2.031937 -0.01 -0.11 0.13
H -5.741378 1.326045 -2.199121 0.40 -0.04 0.07
C -4.224821 0.686119 -0.794386 -0.01 0.16 -0.43
H -4.937839 0.455905 -0.008782 0.06 0.10 -0.09
C -2.867878 0.483120 -0.579980 0.46 0.08 -0.66
H -2.484621 0.139797 0.382135 -0.17 0.06 -0.33
C -1.907681 -2.146542 4.651158 0.08 -0.05 0.78
Si -0.466327 -1.081346 4.103563 -0.49 -0.28 -0.68
C -0.707854 0.673508 4.756013 -0.02 -0.03 0.32
C 1.078267 -1.787928 4.888737 0.02 -0.21 0.31
C -0.430876 -1.088880 2.205850 0.01 -1.05 0.08
H -1.962856 -2.172447 5.758462 -0.08 -0.04 -0.46
H -1.781892 -3.176285 4.298644 -0.01 0.14 0.01
H -2.856593 -1.766872 4.272985 -0.03 0.01 -0.03
H -0.783428 0.601624 5.854482 0.01 0.08 -0.27
H 0.110744 1.374526 4.532892 -0.22 -0.19 0.05
H -1.638693 1.116624 4.385076 0.15 -0.02 0.02
H 1.287096 -2.795901 4.513816 -0.02 0.08 0.04
H 1.975698 -1.186489 4.752752 -0.02 0.04 0.03
H 0.899473 -1.870092 5.973050 0.07 -0.01 -0.26
H -0.017081 -2.016770 1.760501 -0.23 0.27 0.47
H -1.429665 -0.935249 1.738720 0.47 0.09 0.50
```
Positions in Å, forces in eV/Å.

ΔE to the lowest compared entry with this formula, charge and spin ... 0.00 kJ/mol
Expectation value of S² ... 0.7538
HOMO (alpha / beta) ... -6.9371 / -7.7226 eV
Multiplicity ... 2

natural (NBO) atomic charge list, values in e, 5 entries: atom 1 (C): -0.33, atom 2 (C): -0.29, atom 3 (C): -0.31, atom 4 (H): 0.25, atom 5 (C): -0.32

[4]
Molecular formula: C8H12O
Method: DFT, ωB97M-V/def2-TZVPD

```
21
Properties=species:S:1:pos:R:3:forces:R:3
C -1.700003 0.093297 0.054547 -1.35 -1.83 -0.66
C -0.779047 -0.866466 0.856707 -2.05 -1.24 2.35
C 0.601469 -1.289177 0.531315 1.22 -4.02 -0.94
C 1.912072 -0.903475 1.096750 0.29 5.95 1.47
C 1.632948 -0.577493 -0.339847 -0.57 0.76 -0.55
C 0.695163 0.683954 -0.732549 -1.00 -1.63 -1.05
C -0.215069 1.636772 -1.578234 0.66 3.60 2.11
C -1.063387 1.470115 -0.147493 -0.79 0.49 -2.53
H -2.623342 0.138427 0.718384 0.78 0.07 -1.32
H -1.904116 -0.584836 -0.953533 -0.08 2.28 2.31
H -0.780707 -0.897772 1.992748 -0.26 1.53 -1.00
H -1.442307 -1.744595 0.785031 0.57 -0.36 -0.39
H 0.513108 -2.423857 0.411123 0.77 1.48 -0.08
H 2.114740 0.140607 1.728932 -1.05 -3.02 -1.24
H 2.665356 -1.594977 1.269340 1.04 -1.40 0.34
H 2.224360 -1.076430 -1.124325 -0.74 0.32 0.27
H 0.031472 -0.096047 -1.226138 -0.13 0.17 1.42
H -0.519314 1.476123 -2.592253 -0.37 -0.75 -0.36
H 0.068975 2.711584 -1.459186 0.10 -0.52 -0.53
H -1.584993 2.376080 0.253537 0.03 -0.88 -0.60
O 0.152623 1.328167 0.455143 2.92 -0.99 0.96
```
Positions in Å, forces in eV/Å.

ΔE to the lowest compared entry with this formula, charge and spin ... 727.64 kJ/mol
HOMO ... -8.2973 eV
Multiplicity ... 1

natural (NBO) atomic charge list, values in e, 5 entries: atom 1 (C): -0.45, atom 2 (C): -0.42, atom 3 (C): -0.25, atom 4 (C): -0.41, atom 5 (C): -0.22

Computed values of molar mass (unit: g mol⁻¹) for the preceding records, in sequence: 841.8, 297.2, 497.9, 124.2.
Computed values of E_tot (unit: hartree) for the preceding records, in sequence: -3001.213400, -1669.716102, -2988.007913, -386.985816.